{
  "formula": "CH2FNO",
  "method": "ωB97M-V with the def2-TZVPD basis set",
  "de_lowest_ev": 3.248,
  "charge": 0,
  "spin_multiplicity": 1,
  "homo_lumo_gap_ev": 10.04,
  "symbols": ["C", "N", "O", "F", "H", "H"],
  "xyz": [[-0.7877, -1.0660, -0.0910], [-0.5718, 0.1193, -0.0945], [-0.6959, -2.2071, -0.0003], [-2.8354, 0.6658, -0.0468], [-1.8009, -0.1316, -0.2518], [-2.7920, 0.9772, 0.9814]]
}



{
  "formula": "C2H6ClN2",
  "method": "ωB97M-V with the def2-TZVPD basis set",
  "de_lowest_ev": 4.219,
  "charge": 1,
  "spin_multiplicity": 1,
  "homo_lumo_gap_ev": 9.15,
  "symbols": ["C", "C", "N", "N", "Cl", "H", "H", "H", "H", "H", "H"],
  "xyz": [[-1.2739, 0.0294, 0.0334], [1.4282, 0.4776, -0.0491], [0.2768, 1.0941, -0.4886], [-0.9725, -1.1929, 0.2384], [-2.7601, 0.7240, -0.0662], [2.3381, 0.9184, -0.3426], [1.3096, 0.1709, 1.0846], [1.5465, -0.6497, -0.4253], [0.0190, 1.9414, -0.0034], [-0.0878, -1.6937, -0.1236], [-1.8238, -1.8195, 0.1423]]
}



{
  "formula": "C8H10F4N2",
  "method": "ωB97M-V with the def2-TZVPD basis set",
  "de_lowest_ev": 0.725,
  "charge": 0,
  "spin_multiplicity": 1,
  "homo_lumo_gap_ev": 8.67,
  "smiles": "CC(=C(\\N)F)/C(F)=C(F)\\C(C)=C(/N)F",
  "symbols": ["C", "C", "C", "N", "F", "C", "F", "C", "F", "C", "C", "C", "N", "F", "H", "H", "H", "H", "H", "H", "H", "H", "H", "H"],
  "xyz": [[-0.1585, 1.7260, -1.4511], [-0.6335, 1.4026, -0.0471], [-1.4661, 0.4317, 0.1875], [-2.1453, -0.4338, -0.6463], [-2.1496, 0.4688, 1.4057], [0.0843, 1.9201, 1.1061], [-0.1927, 3.1691, 1.6062], [0.8387, 1.0492, 1.7301], [1.4864, 1.4293, 2.8887], [1.0063, -0.3797, 1.3605], [2.1187, -0.7016, 0.3399], [0.0067, -1.2816, 1.6384], [-0.9388, -1.5469, 2.5555], [0.1997, -2.4541, 0.9001], [-1.0104, 1.9024, -2.1514], [0.3183, 0.9090, -1.9549], [0.5493, 2.4077, -1.5079], [-1.6205, -1.0143, -1.3366], [-2.8897, -0.9928, -0.2380], [1.7049, -1.1004, -0.5186], [2.6146, -1.5939, 0.8444], [2.5918, 0.2300, 0.0648], [-1.1039, -0.6408, 3.1252], [-1.8197, -1.8255, 2.1691]]
}



{
  "formula": "C3H3IO",
  "method": "ωB97M-V with the def2-TZVPD basis set",
  "de_lowest_ev": 0.255,
  "charge": 0,
  "spin_multiplicity": 1,
  "homo_lumo_gap_ev": 9.19,
  "smiles": "C=C(I)C=O",
  "symbols": ["C", "C", "I", "C", "O", "H", "H", "H"],
  "xyz": [[-1.1970, -0.1138, 0.4369], [-0.0277, 0.3946, 0.0165], [0.3445, 2.5892, 0.1238], [1.1023, -0.4203, -0.3966], [2.2803, -0.1936, -0.4325], [-2.0867, 0.2847, 1.0172], [-1.2046, -1.1088, 0.0830], [0.7890, -1.4321, -0.8484]]
}



{
  "formula": "C12H20AsF6K3N4O8S",
  "method": "ωB97M-V with the def2-TZVPD basis set",
  "charge": 2,
  "spin_multiplicity": 1,
  "homo_lumo_gap_ev": 5.19,
  "symbols": ["K", "K", "K", "As", "F", "F", "F", "F", "F", "F", "C", "N", "O", "O", "H", "H", "H", "C", "N", "O", "O", "H", "H", "H", "C", "C", "O", "S", "O", "O", "O", "H", "H", "H", "H", "N", "C", "C", "C", "C", "H", "H", "H", "H", "H", "N", "C", "C", "C", "C", "H", "H", "H", "H", "H"],
  "xyz": [[4.0825, 4.9247, -2.8999], [1.6484, 1.3893, -7.0428], [-5.4607, 1.6497, -4.6096], [-0.9021, 1.6195, -1.6792], [-1.7315, 2.2580, -0.2181], [-1.8507, 2.6422, -2.7867], [-0.0963, 0.9874, -3.1537], [0.1890, 0.6176, -0.6903], [-2.0928, 0.3316, -1.7816], [0.3283, 2.8868, -1.5730], [2.8501, -4.0381, 0.3154], [1.8316, -5.1062, 0.6001], [1.7234, -5.4356, 1.7403], [1.2233, -5.6221, -0.3451], [3.3842, -4.0082, 1.2651], [2.1974, -3.2031, 0.0609], [3.4790, -4.3398, -0.5222], [-0.9442, -3.0164, -3.9593], [-1.1566, -4.3510, -4.6205], [-0.2508, -5.1193, -4.9036], [-2.3344, -4.6297, -4.8015], [0.0800, -2.7114, -4.1738], [-0.9828, -3.0603, -2.8708], [-1.5864, -2.2484, -4.3904], [0.4951, -1.2286, 6.9151], [1.1992, -2.3229, 6.0816], [1.8228, -1.6893, 4.9836], [1.8267, -0.0258, 5.1181], [0.8490, 0.6309, 4.1857], [3.2107, 0.4459, 5.0751], [1.2656, -0.0121, 6.6507], [0.3544, -1.3521, 7.9889], [-0.5475, -1.1028, 6.6232], [0.4257, -2.9937, 5.7075], [1.9368, -2.8645, 6.6738], [5.8496, 2.6082, 0.5822], [4.9903, 1.9762, -0.4216], [5.7328, 1.6258, -1.5145], [7.0466, 1.8242, -1.0941], [7.1240, 2.5336, 0.0789], [5.4867, 3.0333, 1.4234], [3.9167, 1.9306, -0.3130], [5.2911, 1.0985, -2.3471], [7.8522, 1.5466, -1.7576], [7.9522, 2.9947, 0.5965], [-8.8274, 3.3080, -0.8865], [-7.6709, 4.0286, -1.0690], [-6.6184, 3.1901, -0.8396], [-7.1496, 1.8773, -0.6887], [-8.5147, 1.9985, -0.6974], [-9.7524, 3.7067, -0.9600], [-7.7417, 5.1051, -1.1201], [-5.6071, 3.5568, -0.7434], [-6.5932, 0.9560, -0.5985], [-9.2333, 1.1990, -0.5930]]
}



{
  "formula": "H21O11",
  "method": "ωB97M-V with the def2-TZVPD basis set",
  "de_lowest_ev": 4.223,
  "charge": -1,
  "spin_multiplicity": 1,
  "homo_lumo_gap_ev": 9.35,
  "symbols": ["O", "H", "H", "O", "H", "H", "O", "H", "H", "O", "H", "H", "O", "H", "H", "O", "H", "H", "O", "H", "O", "H", "H", "O", "H", "H", "O", "H", "H", "O", "H", "H"],
  "xyz": [[1.8653, -0.2554, 2.8562], [0.9222, -0.5373, 2.6187], [-0.7371, 0.0375, -0.3345], [-1.3398, -0.5776, -0.7767], [-0.7620, -4.2370, 0.5591], [1.0712, 3.0084, -1.0607], [1.0433, -0.9202, -0.1363], [-1.2455, -4.9049, -0.7285], [0.3340, 3.4201, 2.6427], [-0.0755, 1.4547, 0.5179], [0.0166, 2.0562, -0.2166], [2.2349, 0.9781, 0.4783], [-2.5164, -0.2295, -3.3824], [-1.2884, 1.2151, 1.6324], [1.9557, -0.1795, 3.8107], [1.0422, 3.1622, 2.1408], [0.6481, 2.4862, 1.6491], [0.0260, 2.9995, -1.8322], [0.8085, 3.4298, -1.7745], [0.9487, 0.1448, -0.1348], [-1.3973, -4.8821, 0.2680], [1.2508, -1.3040, 0.6112], [0.6105, -2.4056, -1.3335], [-0.0920, -3.2020, -1.6806], [-0.2530, -3.0745, -2.5594], [-1.9014, -0.9879, -0.2236], [-2.1646, 0.6727, 1.6805], [-3.0212, 0.2608, -2.7612], [-2.3251, 0.4244, 0.7678], [2.7224, 1.4442, -0.1938], [-1.8667, -0.5394, -2.7826], [3.4856, 1.0422, -0.3219]]
}



Quick rundown of E_tot, same order as above: -7321.711 -17663.390 -22305.064 -13305.896 -172045.481 -22862.711 eV